# 1
ORCA calculation (wB97M-V/def2-TZVPD) on a 2-piece molecular cluster, C6H16NO overall.

Values from the calculation:
- HOMO energy (hartree) = -0.462
- lowest unoccupied orbital energy (eV) = -3.4
- DFT total energy (eV) = -10010.66149
- gap between HOMO and LUMO (eV) = 9.23
- ΔE to the lowest compared entry with this formula, charge and spin (kcal per mole) = 61.1

ORCA input file:
```
! wB97M-V def2-TZVPD RIJCOSX def2/J DEFGRID3
* xyz 1 1
O 1.575 2.857 0.280
N -0.116 1.255 1.767
C -0.614 -0.929 -1.229
C 1.275 -1.516 -2.827
C -0.440 -0.164 1.269
C -1.035 0.085 -0.178
C 0.643 -0.720 -1.768
C -1.560 -0.969 2.006
H -2.019 -1.548 1.185
H 0.489 -0.814 1.204
H 2.385 -1.638 -2.555
H -1.294 -1.772 -1.337
H -2.161 0.256 -0.098
H -0.946 -1.565 2.723
H 1.682 2.658 -0.661
H 1.099 -0.909 -3.808
H 0.804 -2.540 -2.763
H -0.214 1.179 2.790
H 0.753 1.688 1.401
H -1.001 1.877 1.671
H -2.279 -0.299 2.366
H -0.769 1.028 -0.547
H 1.361 0.085 -1.566
H 2.381 2.415 0.675
*
```

# 2
ORCA calculation (wB97M-V/def2-TZVPD) on a 2-piece molecular cluster, C6H16NOP overall.

Values from the calculation:
- HOMO energy (hartree) = -0.323
- lowest unoccupied orbital energy (eV) = 0.8
- DFT total energy (eV) = -19306.77831
- gap between HOMO and LUMO (eV) = 9.60
- ΔE to the lowest compared entry with this formula, charge and spin (kcal per mole) = 35.6

ORCA input file:
```
! wB97M-V def2-TZVPD RIJCOSX def2/J DEFGRID3
* xyz 0 1
P 2.491 1.241 0.640
O 0.813 1.422 1.129
N 3.008 -0.035 1.671
C -3.149 -1.127 -0.848
C -2.196 -0.111 1.293
C 2.035 -1.279 -0.927
C -1.964 1.034 -1.006
C -2.463 -0.155 -0.232
C 2.411 0.218 -0.855
H -1.136 -0.269 1.535
H -2.825 -0.908 1.846
H -3.162 -1.134 -1.925
H -1.743 1.767 -0.224
H -0.992 0.802 -1.501
H -3.685 -1.951 -0.421
H 1.805 0.749 -1.592
H 3.363 0.407 -1.138
H 2.304 -0.445 2.310
H 0.928 -1.544 -0.910
H 3.721 0.321 2.401
H -2.348 0.991 1.729
H -2.526 1.411 -1.803
H 0.386 2.251 0.985
H 2.654 -1.991 -0.256
H 2.270 -1.662 -1.902
*
```

# 3
ORCA calculation (wB97M-V/def2-TZVPD) on an isolated ion of composition C6H16NS and charge +1.

Values from the calculation:
- HOMO energy (hartree) = -0.488
- lowest unoccupied orbital energy (eV) = -2.7
- DFT total energy (eV) = -18798.83759
- gap between HOMO and LUMO (eV) = 10.54
- ΔE to the lowest compared entry with this formula, charge and spin (kcal per mole) = 42.0

ORCA input file:
```
! wB97M-V def2-TZVPD RIJCOSX def2/J DEFGRID3
* xyz 1 1
S -2.061 0.501 0.443
N 0.666 0.445 -0.515
C 1.342 1.749 -0.335
C -2.397 -0.187 -1.211
C 0.009 0.490 2.102
C -0.415 -0.163 0.798
C 1.582 -0.594 -1.088
C -0.368 -1.643 0.633
H 1.021 0.242 2.390
H -3.439 0.150 -1.561
H 1.990 2.034 -1.162
H -1.666 0.259 -1.904
H 1.810 -1.344 -0.229
H 2.584 -0.232 -1.395
H -2.495 -1.309 -1.278
H 2.125 1.760 0.552
H 1.244 -1.173 -1.923
H -0.604 0.074 3.027
H -0.137 0.657 -1.113
H -1.207 -2.013 1.251
H 0.618 2.552 -0.248
H -0.227 1.588 2.024
H -0.519 -1.955 -0.363
H 0.543 -1.888 1.105
*
```

# 4
ORCA calculation (wB97M-V/def2-TZVPD) on an isolated ion of composition C6H16NSi and charge +1.

Values from the calculation:
- HOMO energy (hartree) = -0.528
- lowest unoccupied orbital energy (eV) = -2.8
- DFT total energy (eV) = -15841.09481
- gap between HOMO and LUMO (eV) = 11.57
- ΔE to the lowest compared entry with this formula, charge and spin (kcal per mole) = 13.3

ORCA input file:
```
! wB97M-V def2-TZVPD RIJCOSX def2/J DEFGRID3
* xyz 1 1
Si 1.397 -0.182 -0.001
N -1.221 0.813 -0.909
C -0.629 -0.450 -0.382
C 1.075 1.551 0.866
C 2.182 -0.057 -1.670
C -1.749 0.170 0.299
C -3.107 -0.556 0.068
C 1.744 -1.414 1.478
H -1.769 0.822 -1.770
H 2.560 -0.934 1.996
H -3.496 -1.166 0.954
H -3.063 -1.198 -0.742
H 0.753 2.455 0.341
H -0.965 -1.381 -1.169
H -3.958 0.118 -0.167
H 2.237 -2.412 1.082
H -1.679 0.792 1.267
H 1.476 -0.316 -2.433
H 0.312 1.306 1.667
H 2.637 0.865 -1.870
H 1.942 1.776 1.496
H 0.877 -1.364 2.198
H 2.908 -0.863 -1.794
H -0.463 1.625 -0.807
*
```

# 5
ORCA calculation (wB97M-V/def2-TZVPD) on a 2-piece molecular cluster, C6H16O overall.

Values from the calculation:
- HOMO energy (alpha / beta) (hartree) = 0.046 / -0.249
- lowest unoccupied orbital energy (alpha / beta) (eV) = 3.3 / 3.2
- DFT total energy (eV) = -8526.64209
- gap between HOMO and LUMO (alpha / beta) (eV) = 2.03 / 9.95
- ΔE to the lowest compared entry with this formula, charge and spin (kcal per mole) = 28.7

ORCA input file:
```
! wB97M-V def2-TZVPD RIJCOSX def2/J DEFGRID3
* xyz -1 2
O 0.985 4.077 -4.260
C -0.681 -0.275 2.053
C 0.357 -0.367 -0.723
C -2.157 0.115 1.624
C -0.200 -1.592 -0.085
C -0.149 -1.654 1.566
C 1.840 -0.145 -0.270
H -2.702 -0.716 1.165
H -0.530 0.054 3.105
H -1.302 -1.674 -0.289
H -2.152 0.988 0.956
H 1.824 3.572 -4.379
H 0.009 0.651 -0.569
H 0.227 -0.574 -1.801
H -0.838 -2.479 1.804
H -0.035 0.460 1.576
H 0.896 -1.898 1.849
H 0.621 3.932 -5.154
H 0.194 -2.543 -0.386
H -2.668 0.198 2.613
H 1.795 0.272 0.771
H 2.267 0.689 -0.830
H 2.399 -1.090 -0.334
*
```

# 6
ORCA calculation (wB97M-V/def2-TZVPD) on a 2-piece molecular cluster, C6H16O overall.

Values from the calculation:
- HOMO energy (hartree) = -0.401
- lowest unoccupied orbital energy (eV) = 0.7
- DFT total energy (eV) = -8529.00807
- gap between HOMO and LUMO (eV) = 11.60
- ΔE to the lowest compared entry with this formula, charge and spin (kcal per mole) = 5.2

ORCA input file:
```
! wB97M-V def2-TZVPD RIJCOSX def2/J DEFGRID3
* xyz 0 1
O 3.861 -2.460 -3.066
C -1.262 -0.660 0.522
C 0.010 1.495 2.447
C -1.787 0.410 -0.439
C 0.230 -0.516 0.912
C 0.690 0.901 1.195
C -1.068 0.464 -1.772
H 0.387 1.059 3.363
H -0.825 -0.542 -2.153
H -1.078 1.330 2.408
H -1.367 -1.622 0.002
H 0.855 -0.964 0.143
H -1.835 -0.665 1.451
H -0.117 0.995 -1.753
H 0.379 -1.106 1.819
H -1.703 0.982 -2.493
H -1.777 1.380 0.039
H 2.954 -2.342 -2.770
H -2.832 0.173 -0.635
H 0.186 2.568 2.516
H 3.865 -3.344 -3.487
H 0.475 1.579 0.372
H 1.760 0.886 1.378
*
```

# 7
ORCA calculation (wB97M-V/def2-TZVPD) on a 2-piece molecular cluster, C6H16O2 overall.

Values from the calculation:
- HOMO energy (hartree) = -0.371
- lowest unoccupied orbital energy (eV) = 0.7
- DFT total energy (eV) = -10575.80224
- gap between HOMO and LUMO (eV) = 10.81
- ΔE to the lowest compared entry with this formula, charge and spin (kcal per mole) = 17.0

ORCA input file:
```
! wB97M-V def2-TZVPD RIJCOSX def2/J DEFGRID3
* xyz 0 1
O -2.046 -1.466 -1.586
O 0.554 2.381 0.800
C -1.899 -3.076 0.223
C 2.457 2.773 -0.585
C 1.741 1.820 0.387
C -2.011 -0.547 0.634
C -1.506 -1.625 -0.306
C 1.536 0.442 -0.147
H -0.409 -1.516 -0.425
H -3.108 -0.502 0.533
H 2.422 3.803 -0.192
H 1.018 0.488 -1.120
H 3.495 2.407 -0.518
H -1.491 -3.809 -0.494
H -1.760 -0.644 1.704
H -1.486 -3.295 1.222
H -1.583 0.397 0.257
H 2.497 -0.082 -0.284
H -1.295 -1.335 -2.201
H 0.915 -0.139 0.555
H -2.995 -3.194 0.262
H 2.483 1.803 1.211
H 0.311 2.127 1.715
H 2.158 2.791 -1.646
*
```

# 8
ORCA calculation (wB97M-V/def2-TZVPD) on a 2-piece molecular cluster, C6H16O2 overall.

Values from the calculation:
- HOMO energy (hartree) = -0.344
- lowest unoccupied orbital energy (eV) = 0.9
- DFT total energy (eV) = -10574.66127
- gap between HOMO and LUMO (eV) = 10.31
- ΔE to the lowest compared entry with this formula, charge and spin (kcal per mole) = 43.4

ORCA input file:
```
! wB97M-V def2-TZVPD RIJCOSX def2/J DEFGRID3
* xyz 0 1
O -0.434 -1.871 -1.451
O 0.360 1.381 -0.208
C 0.821 1.737 1.109
C 0.331 2.457 -1.158
C -0.115 -0.697 -2.224
C -0.495 -1.582 -0.101
C 0.341 0.596 2.051
C -0.859 -2.917 0.738
H 1.919 1.819 1.227
H 1.342 2.804 -1.431
H 0.370 2.662 1.517
H -0.686 0.302 1.777
H 0.355 0.869 3.120
H -0.054 -0.982 -3.288
H -0.205 3.287 -0.669
H -0.876 0.093 -2.114
H -0.136 -3.749 0.785
H 0.476 -1.170 0.235
H 0.862 -0.291 -1.913
H 1.007 -0.271 1.901
H -0.208 2.184 -2.081
H -1.037 -2.547 1.762
H -1.810 -3.300 0.332
H -1.270 -0.813 0.084
*
```

# 9
ORCA calculation (wB97M-V/def2-TZVPD) on a 4-piece molecular cluster, C6H16O4 overall.

Values from the calculation:
- HOMO energy (hartree) = -0.358
- lowest unoccupied orbital energy (eV) = 0.4
- DFT total energy (eV) = -14667.55748
- gap between HOMO and LUMO (eV) = 10.11
- ΔE to the lowest compared entry with this formula, charge and spin (kcal per mole) = 103.0

ORCA input file:
```
! wB97M-V def2-TZVPD RIJCOSX def2/J DEFGRID3
* xyz 0 1
O -3.169 2.365 0.648
O 2.659 1.110 0.472
O -1.584 0.008 3.506
O -0.792 2.687 -0.800
C 1.431 -2.424 0.316
C -0.611 -2.536 -0.991
C 0.316 1.919 -1.322
C 0.495 -1.916 -0.635
C 0.156 0.473 -0.800
C 0.833 -0.636 -1.195
H 2.486 -2.510 -0.211
H -0.502 3.147 0.095
H -1.297 -2.013 -1.662
H 1.366 -3.502 0.534
H 1.352 -0.814 -2.163
H 1.463 -1.895 1.201
H 1.212 2.385 -0.767
H 0.149 2.000 -2.345
H -0.919 -3.533 -0.987
H -1.736 -0.704 2.769
H -2.696 2.517 -0.169
H 3.234 0.309 0.302
H 1.794 0.745 0.541
H -3.136 1.536 0.922
H -1.783 0.835 2.972
H -0.722 0.446 -0.231
*
```

# 10
ORCA calculation (wB97M-V/def2-TZVPD) on a 2-piece molecular cluster, C6H16OP overall.

Values from the calculation:
- HOMO energy (alpha / beta) (hartree) = -0.472 / -0.429
- lowest unoccupied orbital energy (alpha / beta) (eV) = -4.4 / -6.7
- DFT total energy (eV) = -17807.07915
- gap between HOMO and LUMO (alpha / beta) (eV) = 8.45 / 4.93
- ΔE to the lowest compared entry with this formula, charge and spin (kcal per mole) = 101.0

ORCA input file:
```
! wB97M-V def2-TZVPD RIJCOSX def2/J DEFGRID3
* xyz 1 1
P -0.635 0.035 0.487
O -1.044 -1.094 -0.599
C 3.243 -0.188 -0.664
C -1.893 1.728 -1.511
C -1.860 1.417 -0.056
C -1.365 -0.484 2.099
C -0.890 -2.482 -0.649
C 2.418 0.905 -0.148
H -1.875 2.228 0.637
H -1.624 -2.783 -1.444
H 2.843 1.367 0.735
H 2.537 1.591 -0.916
H -1.207 -2.885 0.256
H -2.320 -0.928 1.889
H -1.903 0.846 -2.149
H -1.436 0.424 2.782
H -2.659 2.544 -1.699
H -2.816 0.868 0.200
H -0.880 2.271 -1.755
H 0.137 -2.797 -0.898
H 3.005 -0.715 -1.593
H 1.354 0.808 -0.216
H -0.642 -1.190 2.739
H 3.986 -0.504 -0.018
*
```

# 11
ORCA calculation (wB97M-V/def2-TZVPD) on one molecule with the formula C6H16OSi.

Values from the calculation:
- HOMO energy (hartree) = -0.353
- lowest unoccupied orbital energy (eV) = 0.8
- DFT total energy (eV) = -16408.41957
- gap between HOMO and LUMO (eV) = 10.39
- ΔE to the lowest compared entry with this formula, charge and spin (kcal per mole) = 0.0

ORCA input file:
```
! wB97M-V def2-TZVPD RIJCOSX def2/J DEFGRID3
* xyz 0 1
Si -0.062 -0.117 0.418
O 0.732 -0.977 1.636
C 1.056 -0.285 -1.039
C 0.723 0.600 -2.212
C -0.047 1.648 1.101
C 1.326 1.983 1.543
C -1.652 -2.305 -0.462
C -1.801 -0.896 0.096
H -1.171 -2.336 -1.425
H 1.395 2.870 2.178
H 2.004 2.075 0.698
H -0.320 0.458 -2.488
H 0.226 -1.469 2.316
H 1.057 -1.361 -1.297
H -2.176 -0.976 1.123
H 1.757 1.167 2.143
H -1.047 -2.903 0.207
H -0.749 1.663 1.933
H -0.366 2.332 0.332
H 2.047 -0.092 -0.658
H -2.603 -2.830 -0.563
H -2.508 -0.293 -0.482
H 0.820 1.664 -2.001
H 1.359 0.379 -3.097
*
```

# 12
ORCA calculation (wB97M-V/def2-TZVPD) on a 2-piece molecular cluster, C6H16S overall.

Values from the calculation:
- HOMO energy (hartree) = -0.308
- lowest unoccupied orbital energy (eV) = 0.9
- DFT total energy (eV) = -17316.02480
- gap between HOMO and LUMO (eV) = 9.28
- ΔE to the lowest compared entry with this formula, charge and spin (kcal per mole) = 18.6

ORCA input file:
```
! wB97M-V def2-TZVPD RIJCOSX def2/J DEFGRID3
* xyz 0 1
S 1.069 0.802 0.558
C 2.359 1.899 1.191
C -0.705 -2.400 -0.646
C 0.106 -1.926 -1.857
C -1.280 1.907 1.600
C -0.263 0.781 1.744
C -0.492 -0.755 -2.603
H 0.362 -2.784 -2.487
H -1.303 2.462 0.666
H -0.755 -0.188 1.662
H -0.743 -0.014 -1.849
H -0.065 -2.915 0.062
H 1.121 -1.833 -1.448
H 0.098 -0.285 -3.377
H -1.163 2.697 2.350
H 2.016 2.691 1.840
H -1.324 -1.619 -0.209
H -1.465 -3.155 -0.899
H 2.879 2.223 0.310
H 3.074 1.346 1.784
H -2.261 1.493 1.853
H -1.433 -1.147 -2.986
H 0.169 0.722 2.741
*
```